173
Properties=species:S:1:pos:R:3:forces:R:3:mulliken_charge:R:1 method="wB97M-V/def2-TZVPD" e_homo_ev=-9.728 orbital_gap_ev=8.832 smiles="O=[N+]([O-])c1ccccc1.O=[N+]([O-])c1ccccc1.O=[N+]([O-])c1ccccc1.O=[N+]([O-])c1ccccc1.COP(=O)(OC)OC.COP(=O)(OC)OC.COP(=O)(OC)OC.COP(=O)(OC)OC.COP(=O)(OC)OC.COP(=O)(OC)OC.CCOC(=O)OC" total_energy_ev=-182384.283
O 7.96997 26.82581 16.58620 -1.1 -0.6 -4.0 -0.56
N 7.51688 26.50962 15.41806 0.8 -1.0 2.8 0.91
O 8.16653 26.31153 14.40264 -0.3 0.8 1.4 -0.54
C 6.06214 26.15619 15.36313 1.1 0.5 -2.6 0.13
C 5.26565 26.26916 16.43830 -1.1 -0.5 1.5 -0.30
C 3.91062 25.97178 16.29083 -0.8 -0.3 -1.3 -0.36
C 3.35088 25.69431 15.01702 1.3 -0.1 0.9 -0.44
C 4.21744 25.62295 13.90582 -1.5 -0.4 1.1 -0.43
C 5.54893 25.78326 14.09901 1.2 0.1 0.1 -0.28
H 5.64837 26.40624 17.43887 0.2 0.4 -0.1 0.42
H 3.29853 25.89435 17.17725 -0.1 0.2 0.0 0.36
H 2.32930 25.35990 14.91246 -0.2 0.3 0.1 0.36
H 3.84073 25.29387 12.94862 0.0 0.1 -0.1 0.35
H 6.17385 25.50589 13.26300 0.5 0.5 0.2 0.38
O 23.56427 39.07369 26.43390 -1.1 1.9 0.5 -0.57
N 22.78149 40.01954 26.69686 1.4 -2.3 -0.6 0.92
O 23.10076 41.19823 26.71881 -0.8 -1.1 0.2 -0.56
C 21.38772 39.56517 26.94906 -2.1 2.4 0.7 0.26
C 20.47037 40.57264 27.38689 0.1 -1.7 0.2 -0.45
C 19.12175 40.20472 27.58356 0.5 1.4 -0.6 -0.38
C 18.61477 38.98255 27.21957 1.3 -0.7 -0.1 -0.46
C 19.51693 38.03220 26.72188 -0.2 0.3 0.6 -0.35
C 20.89645 38.29377 26.67960 0.1 -0.1 -0.8 -0.41
H 20.83723 41.54263 27.68842 0.0 0.1 -0.3 0.40
H 18.38156 40.94559 27.84746 0.3 0.3 0.5 0.33
H 17.57367 38.75951 27.40057 -0.1 -0.1 -0.3 0.41
H 19.07544 37.09672 26.41145 0.5 -0.3 0.0 0.38
H 21.60050 37.55385 26.32856 -0.1 -0.1 0.0 0.50
O 11.83750 39.59713 26.95491 0.9 1.2 0.4 -0.52
N 12.29590 40.72978 27.05951 -0.6 1.2 -2.4 0.87
O 12.43983 41.50995 26.05900 0.0 -1.9 3.0 -0.56
C 12.52121 41.26578 28.43115 -0.1 0.6 1.3 0.16
C 12.63959 42.65282 28.71084 -0.5 -2.0 -1.3 -0.40
C 12.56635 43.10592 30.01647 0.3 1.2 -1.2 -0.30
C 12.36179 42.26450 31.08418 0.7 -0.1 -0.1 -0.57
C 12.36244 40.91527 30.82345 -0.1 -0.4 -0.1 -0.19
C 12.45333 40.40340 29.52299 -0.3 -0.3 0.4 -0.41
H 12.69485 43.26282 27.82132 0.1 0.5 0.3 0.44
H 12.70461 44.17458 30.08894 -0.2 0.1 0.5 0.35
H 12.35356 42.60395 32.10941 -0.2 0.2 0.0 0.37
H 12.27607 40.27412 31.68825 0.0 -0.5 -0.2 0.36
H 12.41749 39.32712 29.44095 0.0 0.0 -0.5 0.39
O 14.89552 24.66162 24.22131 -1.6 -2.5 -0.3 -0.55
N 14.27400 23.59979 24.51667 1.2 2.4 0.3 0.87
O 14.22985 23.19975 25.66085 -0.2 -0.6 -0.5 -0.53
C 13.53131 22.85671 23.47021 -0.7 2.3 -1.1 0.16
C 13.11168 21.59523 23.65418 0.5 -3.2 0.6 -0.23
C 12.49421 20.86996 22.63559 -0.3 0.4 -0.8 -0.47
C 12.16196 21.51553 21.46875 0.4 -1.1 -0.7 -0.40
C 12.41885 22.84930 21.33996 -0.5 0.9 -0.8 -0.45
C 13.07751 23.52519 22.30065 1.3 1.1 1.8 -0.29
H 13.42164 20.93442 24.45021 0.1 0.7 0.7 0.39
H 12.33132 19.80266 22.66271 0.1 0.0 0.5 0.38
H 11.91575 20.98531 20.56065 -0.7 -0.3 0.2 0.37
H 12.09577 23.41923 20.48135 0.0 -0.2 -0.2 0.37
H 13.22864 24.58343 22.14670 0.4 0.0 0.3 0.39
C 23.67779 31.34267 23.72066 -0.2 -0.4 0.0 -0.56
O 23.60334 30.70108 25.00184 -0.1 1.0 1.4 -0.32
P 23.29249 31.54793 26.34986 -1.3 -1.0 -0.3 1.02
O 23.68275 30.77142 27.55787 -0.6 1.3 -1.5 -0.68
O 24.00951 32.96421 26.06333 -1.9 -1.0 -0.5 -0.25
C 24.74924 33.52665 27.06562 3.8 0.5 2.5 -0.90
O 21.67858 31.95545 26.22219 4.2 0.8 -0.2 -0.28
C 20.72322 30.95465 25.99536 -0.3 0.2 0.2 -0.67
H 23.98248 32.38761 23.77879 0.1 -0.2 0.1 0.31
H 22.68899 31.26907 23.26794 0.1 0.1 -0.3 0.24
H 24.40785 30.73908 23.18139 -0.1 0.3 -0.3 0.23
H 25.31218 32.78186 27.62819 -0.5 -0.6 0.2 0.35
H 24.38234 34.18122 27.85622 -1.4 0.0 -0.6 0.33
H 25.63958 34.05451 26.72392 -0.4 0.4 -1.1 0.34
H 21.17725 29.96514 25.94228 -0.3 -0.1 0.4 0.34
H 20.24745 31.15179 25.03469 -0.3 0.0 0.1 0.23
H 20.08139 31.18376 26.84604 -0.7 -1.2 -0.3 0.25
C 16.11708 41.29946 20.49113 -0.5 -1.2 -0.6 -0.63
O 16.12938 42.50727 19.77536 -0.8 1.9 -1.9 -0.33
P 15.06150 42.81192 18.52785 2.7 -0.6 0.6 1.06
O 13.69123 42.78008 18.99384 -1.1 -0.3 -0.1 -0.65
O 15.52792 44.25353 17.94484 0.5 -3.4 0.4 -0.32
C 15.04787 45.41654 18.53686 -0.5 2.1 0.1 -0.71
O 15.50609 41.71432 17.38297 -0.5 1.4 1.0 -0.33
C 14.60091 40.62438 17.09005 -0.5 0.1 0.4 -0.65
H 16.78232 40.60353 19.98000 0.3 -0.1 0.2 0.25
H 15.13690 40.82473 20.44649 -0.3 0.1 0.2 0.30
H 16.40354 41.41280 21.53668 0.1 0.4 -0.2 0.27
H 15.88265 46.11104 18.63137 0.0 0.0 -0.3 0.29
H 14.59664 45.40716 19.52904 0.0 -1.0 0.0 0.32
H 14.29710 45.82381 17.85968 0.0 0.2 0.1 0.28
H 13.77838 40.64399 17.80500 0.0 -0.1 0.0 0.33
H 15.11801 39.66994 17.18877 0.2 0.2 0.0 0.25
H 14.16766 40.70781 16.09334 0.3 0.2 0.0 0.26
C 3.99553 30.92489 23.52639 1.1 -0.2 -0.3 -0.65
O 3.37426 32.11358 23.01789 -0.2 0.5 -0.8 -0.26
P 3.67348 32.61724 21.50393 0.5 1.8 -1.1 1.03
O 4.38749 31.69307 20.58323 -1.2 0.7 1.4 -0.65
O 4.55307 34.03598 21.69715 -3.9 -1.5 -0.8 -0.32
C 5.80200 34.01194 22.27424 1.4 -0.6 0.1 -0.58
O 2.22609 33.20065 20.91835 3.0 -1.1 0.9 -0.36
C 1.32129 33.81414 21.80625 -1.1 0.6 0.6 -0.61
H 3.37389 30.04794 23.34574 0.2 0.1 -0.1 0.28
H 4.27168 30.97872 24.57945 -0.8 0.6 0.2 0.27
H 4.98670 30.86105 23.07739 -0.2 -0.6 -0.5 0.29
H 6.12138 32.97743 22.40028 0.3 0.0 0.3 0.25
H 5.80362 34.53597 23.23000 0.1 0.0 0.0 0.24
H 6.48718 34.45811 21.55344 0.2 0.2 0.3 0.24
H 1.69001 33.92735 22.82573 0.1 -0.3 0.0 0.28
H 0.39598 33.23838 21.78630 0.1 -0.2 0.3 0.27
H 1.02832 34.81801 21.49882 0.4 0.1 -0.5 0.27
C 8.24198 33.52591 15.51594 1.8 -1.3 2.5 -0.75
O 7.80888 34.38871 14.56137 -1.0 2.3 -1.8 -0.25
P 8.25430 35.94532 14.69790 0.4 -0.1 -1.1 1.00
O 9.71670 36.10549 14.86533 -1.6 0.0 0.2 -0.68
O 7.32677 36.59107 15.82236 1.6 -0.4 0.2 -0.30
C 5.91586 36.42697 15.82211 -0.3 0.3 -1.3 -0.56
O 7.63197 36.57321 13.34594 -0.5 -0.3 1.1 -0.33
C 7.91579 36.08116 12.04753 1.2 -0.1 -0.7 -0.65
H 7.49880 32.78243 15.80410 -0.2 0.2 -0.2 0.27
H 8.59071 34.07384 16.39130 -0.5 0.0 0.5 0.32
H 9.17564 33.01711 15.27614 -0.1 -0.3 -0.8 0.29
H 5.70252 35.50173 15.28685 -0.5 0.0 0.2 0.30
H 5.56765 37.27490 15.23228 -0.6 -0.1 0.1 0.24
H 5.46581 36.44873 16.81461 0.5 -0.1 0.0 0.24
H 7.08107 35.70898 11.45355 -0.5 -0.2 0.8 0.26
H 8.68941 35.31551 12.10581 -0.1 -0.1 -0.1 0.30
H 8.31182 36.88587 11.42811 0.2 0.2 0.3 0.27
C 13.02898 31.27920 24.98906 0.1 -1.3 0.5 -0.67
O 12.51770 32.41124 24.33176 0.2 0.9 -1.8 -0.33
P 13.27674 33.00341 23.01354 -1.4 -0.2 0.6 1.02
O 14.57723 33.60127 23.27632 0.3 -0.3 -0.3 -0.67
O 13.36042 31.81442 21.88604 0.0 1.9 1.2 -0.28
C 12.18651 31.26132 21.31905 -0.4 -1.4 0.3 -0.70
O 12.13037 34.07140 22.55495 1.0 -1.9 1.3 -0.29
C 12.44099 34.75356 21.37136 -0.8 0.6 -1.5 -0.71
H 13.88228 30.82540 24.48504 0.1 0.2 0.0 0.33
H 12.25936 30.50981 25.05102 -0.2 0.0 -0.3 0.25
H 13.27223 31.46071 26.03595 0.3 0.6 -0.2 0.27
H 11.24862 31.76369 21.55587 0.3 0.6 -0.3 0.35
H 12.06267 30.27429 21.76462 0.0 -0.2 0.0 0.28
H 12.34626 31.08702 20.25500 -0.1 0.5 0.0 0.26
H 13.45771 34.58029 21.01871 0.0 0.2 0.1 0.35
H 12.19322 35.81127 21.46056 0.5 0.1 0.4 0.26
H 11.73326 34.41628 20.61408 0.2 -0.3 -0.3 0.26
C 20.24302 35.62948 19.28200 0.2 -0.6 1.7 -0.68
O 21.24413 36.07301 18.41227 2.0 1.9 -0.9 -0.30
P 22.30138 37.30190 18.75800 -0.3 0.0 0.7 1.03
O 22.70991 37.58131 20.16912 -1.1 -0.8 -2.2 -0.68
O 23.52069 36.89645 17.78579 -3.3 -1.1 1.5 -0.29
C 24.33876 37.81951 17.18864 2.2 0.0 -1.0 -0.66
O 21.60559 38.61534 18.11116 0.5 -0.6 0.6 -0.26
C 21.03900 38.68134 16.81475 -0.2 -0.7 -0.8 -0.63
H 20.32604 34.54405 19.33729 0.0 0.0 0.0 0.24
H 19.20707 35.86190 19.03527 0.2 0.5 -0.5 0.25
H 20.48476 36.03073 20.26621 -0.4 -0.1 0.3 0.35
H 24.66378 37.29399 16.29070 -0.1 0.6 -0.5 0.22
H 25.25636 37.86322 17.77533 0.0 0.7 0.2 0.26
H 23.91054 38.79673 16.96554 -0.1 -0.1 0.2 0.33
H 21.80387 38.68151 16.03817 0.2 0.3 0.1 0.27
H 20.39981 39.55846 16.71377 0.3 0.1 0.3 0.28
H 20.42507 37.81253 16.57737 -0.1 -0.2 0.3 0.28
C 5.91894 24.22024 24.68051 -0.3 -0.1 1.3 -1.20
C 7.29533 24.72624 24.24861 -1.8 -1.6 -1.5 -0.13
O 8.28599 24.50117 25.23210 -0.3 0.8 -0.2 -0.31
C 8.40170 25.49675 26.09805 -0.9 2.6 0.5 0.79
O 7.96671 26.65565 25.99965 0.8 -2.7 -0.1 -0.61
O 9.03590 25.01290 27.14629 1.2 0.1 0.4 -0.31
C 9.13176 25.84377 28.29455 -0.8 0.8 1.2 -0.70
H 5.97806 23.23308 25.13888 0.3 -0.3 -0.3 0.32
H 5.19693 24.13441 23.86845 0.3 0.3 -0.2 0.38
H 5.45932 24.79873 25.48190 0.0 0.5 -0.1 0.32
H 7.17094 25.72818 23.83780 0.8 0.1 0.4 0.31
H 7.52346 24.00654 23.46242 0.6 0.5 -0.3 0.27
H 9.06424 26.92122 28.14415 -0.2 -0.2 -0.8 0.32
H 10.03208 25.74294 28.90067 0.2 -0.9 -0.6 0.27
H 8.26844 25.56661 28.89949 0.1 0.1 0.3 0.28